Below is a structure of composition C49H56F9N5OOsPSbTe, with properties calculated with wB97M-V/def2-TZVPD.

Last column: Löwdin spin population.
Atoms and positions in Å:
Os  -1.010  -0.892  -1.563  2.38
Te  -1.920  2.623  1.603  0.61
Sb  -2.700  -1.044  -3.756  0.14
P  1.315  -1.307  -2.060  0.10
F  6.497  2.584  -0.530  0.00
F  3.425  -2.082  -8.338  0.00
F  5.097  4.084  -1.216  0.00
F  3.194  -7.458  -0.231  0.00
F  5.054  3.429  0.844  0.00
F  1.448  -2.945  -8.513  0.00
F  4.152  -6.338  1.356  0.00
F  2.057  -6.866  1.511  0.00
F  1.715  -0.806  -8.719  0.00
O  -0.676  3.097  -0.953  0.20
N  -2.409  -3.757  1.073  0.02
N  -0.921  0.912  -1.489  0.70
N  -1.573  -2.794  -0.637  0.04
N  -2.475  -1.982  -0.018  0.08
N  -2.972  -2.541  1.014  0.01
C  2.100  3.232  3.110  0.00
C  -4.720  -1.487  -3.340  0.04
C  -2.618  3.719  4.343  0.03
C  2.692  -2.790  -0.148  0.01
C  1.335  -4.057  -1.695  0.01
C  2.157  0.823  -0.492  0.01
C  -3.172  4.664  5.202  0.00
C  2.624  -5.186  -0.017  0.01
C  -0.602  2.230  -1.802  0.10
C  2.449  -0.004  -1.574  0.01
C  1.927  -1.744  -6.568  0.00
C  3.029  -6.480  0.659  0.00
C  0.459  1.048  2.581  0.02
C  -2.146  -2.691  -4.957  0.02
C  -2.035  -3.236  4.122  0.00
C  -3.731  5.846  4.739  0.02
C  -3.746  6.084  3.369  0.00
C  -0.412  -0.166  2.333  0.03
C  0.938  -0.640  -4.692  0.01
C  4.256  1.938  -0.798  0.00
C  -1.537  -3.898  0.081  0.01
C  1.534  -1.563  -3.831  0.02
C  1.727  0.871  3.105  0.00
C  0.018  2.359  2.338  0.04
C  -2.645  4.011  2.978  0.06
C  2.136  -1.889  -8.063  0.00
C  -1.762  -4.532  3.365  0.00
C  3.927  1.717  3.980  0.00
C  -0.299  -4.653  2.949  0.00
C  2.334  -2.581  -4.349  0.00
C  -3.217  5.178  2.461  0.02
C  0.835  3.471  2.572  0.02
C  2.561  1.949  3.390  0.02
C  0.417  4.891  2.262  0.01
C  1.136  -0.724  -6.060  0.00
C  3.653  0.143  -2.266  0.00
C  5.242  3.021  -0.416  0.00
C  4.552  1.116  -1.875  0.00
C  1.745  -5.235  -1.097  0.00
C  -2.042  2.443  4.913  0.01
C  -4.315  6.858  5.694  0.00
C  -3.285  5.468  0.979  0.02
C  -0.130  2.535  -3.199  0.02
C  -2.719  -4.700  2.183  0.00
C  1.821  -2.829  -1.229  0.02
C  -2.819  0.546  -5.134  0.02
C  2.526  -2.666  -5.720  0.00
C  3.063  1.800  -0.103  0.00
C  3.091  -3.976  0.461  0.00
H  -1.350  -3.140  4.965  0.00
H  -0.098  -5.587  2.415  0.00
H  3.788  -3.956  1.288  0.00
H  2.073  -0.136  3.319  0.00
H  -2.201  2.398  5.987  0.00
H  -4.185  7.004  2.997  0.00
H  2.743  4.081  3.314  0.00
H  0.338  0.164  -4.289  0.00
H  1.412  -6.194  -1.479  0.00
H  -3.630  0.304  -5.821  0.00
H  5.486  1.240  -2.410  0.00
H  -3.040  1.481  -4.623  0.00
H  -1.885  0.631  -5.687  0.00
H  -0.162  3.611  -3.348  0.00
H  -2.316  5.334  0.489  0.01
H  0.672  -4.097  -2.555  0.00
H  0.342  -4.646  3.830  0.00
H  -5.192  -0.650  -2.830  0.00
H  -0.928  -4.771  -0.099  0.00
H  -1.896  -2.359  3.479  0.00
H  2.839  2.444  0.734  0.00
H  -3.603  6.492  0.796  0.00
H  -0.767  -0.205  1.296  0.01
H  -2.819  -2.701  -5.816  0.00
H  0.017  -3.812  2.319  0.00
H  -5.315  7.154  5.379  0.00
H  -0.399  5.215  2.909  0.00
H  -4.010  4.812  0.486  0.00
H  4.475  2.648  4.101  0.00
H  -4.365  6.473  6.710  0.00
H  -1.297  -0.161  2.975  0.01
H  -1.116  -2.591  -5.294  0.00
H  -3.171  4.462  6.267  0.00
H  4.516  1.052  3.347  0.00
H  0.142  -1.082  2.537  0.00
H  -0.752  2.039  -3.943  0.00
H  -3.744  -4.487  2.472  0.00
H  -1.999  -5.376  4.018  0.00
H  0.902  2.191  -3.312  0.00
H  -5.209  -1.664  -4.297  0.01
H  -4.782  -2.380  -2.722  0.00
H  3.844  1.242  4.959  0.00
H  -2.667  -5.702  1.762  0.00
H  -0.967  2.373  4.732  0.00
H  -2.524  1.565  4.474  0.01
H  -3.052  -3.208  4.515  0.00
H  0.090  4.985  1.224  0.00
H  3.150  -3.450  -6.131  0.00
H  1.225  0.721  0.052  0.01
H  -2.268  -3.613  -4.391  0.00
H  0.688  -0.004  -6.733  0.00
H  2.820  -3.298  -3.701  0.00
H  1.248  5.576  2.411  0.00
H  3.081  -1.846  0.212  0.00
H  3.890  -0.492  -3.112  0.00
H  -3.707  7.764  5.704  0.00

The calculated total energy is -4087.93502 a.u. Its charge is +3. The spin multiplicity is 6. The calculation puts the LUMO energy (alpha / beta) at -0.306 / -0.371 hartree. The energy above the lowest of the compared OMol25 structures with the same formula, charge and spin is 0.0 kcal per mole. The value obtained for the frontier orbital gap (alpha / beta) is 6.66 / 5.03 eV.